Record 1
A single C15H22N2O2S molecule, computed with ωB97M-V with the def2-TZVPD basis set.

Values from the calculation:
- LUMO: 0.487 eV
- HOMO energy: -7.630 eV
- Kohn-Sham gap: 8.1 eV
- Multiplicity: 1
- SMILES: CCCSc1nc2cc(C)c(C)cc2n1C[C@H](O)CO
- Calculated total energy: -33823.1047 eV

The geometry in XYZ format:
```
42
C15H22N2O2S (ωB97M-V with the def2-TZVPD basis set)
C 4.27042 3.51097 -0.10462
C 3.59138 2.23574 -0.58812
C 3.54704 1.19815 0.51995
S 2.78994 -0.36001 -0.03722
C 1.11894 0.13206 -0.04972
N 0.68394 1.27240 0.40359
C -0.67378 1.23941 0.19635
C -1.64652 2.18702 0.48074
C -2.96202 1.90508 0.16318
C -4.02808 2.91537 0.46849
C -3.31189 0.68128 -0.44211
C -4.74558 0.39708 -0.77733
C -2.34603 -0.26740 -0.73126
C -1.03269 0.01613 -0.40769
N 0.14696 -0.67879 -0.56681
C 0.33368 -2.00006 -1.08433
C 0.53638 -3.05141 0.02789
O 0.73652 -4.32880 -0.52793
C -0.67973 -3.15772 0.96212
O -0.81618 -2.06342 1.82601
H 5.29343 3.30887 0.20664
H 3.72846 3.93015 0.73961
H 4.29232 4.25019 -0.90123
H 4.13065 1.82963 -1.44739
H 2.56852 2.45982 -0.89590
H 2.94702 1.54620 1.35926
H 4.54795 0.92615 0.85571
H -1.37183 3.12197 0.94346
H -4.54513 3.21980 -0.44118
H -3.59522 3.79849 0.93086
H -4.77053 2.49839 1.14813
H -4.84538 -0.58039 -1.24235
H -5.36048 0.41491 0.12179
H -5.13882 1.14767 -1.46248
H -2.62227 -1.20403 -1.19324
H -0.54158 -2.27219 -1.67900
H 1.21982 -2.00164 -1.73292
H 1.41386 -2.75252 0.62801
H 1.51887 -4.30915 -1.09066
H -1.59892 -3.19579 0.37473
H -0.58620 -4.10081 1.51753
H -0.03740 -2.00349 2.39108
```

---

Record 2
A single C15H22N2O4 molecule at a distorted geometry, computed with ωB97M-V with the def2-TZVPD basis set.

Values from the calculation:
- LUMO: 0.118 eV
- HOMO energy: -8.422 eV
- Kohn-Sham gap: 8.5 eV
- Multiplicity: 1
- SMILES: CC[C@H](C)[C@H](NC(=O)[C@@H](N)Cc1ccc(O)cc1)C(=O)O
- Calculated total energy: -27079.6957 eV

The geometry in XYZ format:
```
43
C15H22N2O4 (ωB97M-V with the def2-TZVPD basis set)
C -0.89612 -2.31839 -0.88018
C -2.31185 -2.36249 -0.21049
C -2.33893 -1.00508 0.66826
C -3.36560 -0.95198 2.03470
C -2.47724 0.17821 -0.28116
N -2.16238 1.49412 0.34965
C -1.10382 2.30684 0.27000
O -1.20370 3.41325 0.72050
C 0.15058 1.75620 -0.32831
N 0.97115 2.82489 -0.94401
C 1.08254 1.05337 0.70728
C 2.40805 0.44939 0.35537
C 3.37060 1.21312 -0.23166
C 4.72799 0.84161 -0.46613
C 5.12021 -0.49212 -0.15485
O 6.38480 -0.89732 -0.40220
C 4.08114 -1.27557 0.34298
C 2.76758 -0.94422 0.60779
C -3.89277 0.23539 -0.81591
O -4.83415 0.69586 -0.28492
O -4.08293 -0.46944 -1.89984
H -0.50653 -1.38232 -1.41808
H -0.24053 -2.67962 -0.06601
H -0.96993 -3.14897 -1.64216
H -3.18207 -2.42573 -0.87513
H -2.37339 -3.16126 0.56924
H -1.38719 -1.00576 1.22563
H -4.44445 -0.79992 1.99381
H -2.84637 -0.23724 2.71898
H -3.29487 -1.89632 2.60421
H -1.68997 -0.07204 -1.13271
H -3.10210 1.97900 0.49358
H -0.02489 1.24350 -1.20778
H 1.14417 2.70802 -1.98117
H 0.62233 3.75516 -0.58703
H 1.35905 1.78139 1.51042
H 0.43623 0.26546 1.12355
H 2.97971 2.21397 -0.40851
H 5.38498 1.71583 -0.63851
H 6.78728 -0.00454 -0.59307
H 4.29196 -2.34949 0.60000
H 2.02552 -1.60110 1.12904
H -3.36412 -0.64365 -2.57512
```

---

Record 3
A single C15H22N2O4 molecule, computed with ωB97M-V with the def2-TZVPD basis set.

Values from the calculation:
- LUMO: 0.754 eV
- HOMO energy: -9.019 eV
- Kohn-Sham gap: 9.8 eV
- Multiplicity: 1
- SMILES: O=C([C@H](CO)NC(=O)[C@H]1C[C@@]2(C1)C[C@]21CC1)N1CCCO1
- Calculated total energy: -27078.7285 eV

The geometry in XYZ format:
```
43
C15H22N2O4 (ωB97M-V with the def2-TZVPD basis set)
O 1.60859 -2.62289 -1.86530
C 2.26798 -1.74050 -1.32562
C 1.82015 -1.10909 -0.01682
C 2.28970 -1.95608 1.16567
O 3.70679 -1.98282 1.15908
N 0.37560 -1.07415 -0.04979
C -0.33789 -0.20339 0.70482
O 0.19737 0.60961 1.44226
C -1.83400 -0.24708 0.51798
C -2.48442 1.08261 0.03817
C -3.52828 0.91090 1.13566
C -2.68352 -0.16248 1.81219
C -5.02929 0.87101 0.92587
C -4.38973 1.93409 1.73998
C -4.56952 2.55831 3.06508
C -4.40402 3.40929 1.81029
N 3.42120 -1.32506 -1.86858
C 3.87409 -1.67900 -3.20895
C 4.95939 -0.63964 -3.47886
C 4.54827 0.48607 -2.54157
O 4.09270 -0.19975 -1.36965
H 2.21017 -0.09914 0.09087
H 1.89562 -1.49619 2.07548
H 1.86911 -2.96216 1.05695
H 4.01139 -2.45383 1.93936
H -0.07502 -1.74641 -0.65119
H -2.13456 -1.08813 -0.10798
H -1.82587 1.92996 0.23671
H -2.83103 1.11430 -0.99396
H -3.18732 -1.07445 2.13014
H -2.09200 0.24459 2.63363
H -5.40641 1.11217 -0.06096
H -5.58074 0.10415 1.45876
H -5.55518 2.52783 3.51205
H -3.75206 2.53735 3.77471
H -3.45803 3.92160 1.68357
H -5.27045 3.95130 1.45496
H 4.23077 -2.70677 -3.23983
H 3.03280 -1.58767 -3.89860
H 5.93242 -1.02110 -3.17110
H 5.00672 -0.34421 -4.52432
H 5.35430 1.14472 -2.22931
H 3.72421 1.07208 -2.96184
```

---

Record 4
A single C15H22N2O5S molecule at a distorted geometry, computed with ωB97M-V with the def2-TZVPD basis set.

Values from the calculation:
- LUMO: 0.454 eV
- HOMO energy: -7.983 eV
- Kohn-Sham gap: 8.4 eV
- Multiplicity: 1
- SMILES: COC(=O)[C@H](CCSC)NC(=O)Nc1cc(OC)cc(OC)c1
- Calculated total energy: -39952.1267 eV

The geometry in XYZ format:
```
45
C15H22N2O5S (ωB97M-V with the def2-TZVPD basis set)
C 5.10951 -0.58487 -0.49979
O 4.04548 -0.48881 0.04654
C 3.38022 -1.73779 0.28241
O 3.84779 -2.77694 -0.04513
C 1.96776 -1.61545 0.96212
C 1.34311 -2.84259 1.19366
C 0.77187 -3.45098 -0.08105
S -0.86692 -2.71554 -0.27236
C -0.74433 -2.77919 -2.31750
N 1.19584 -0.58515 0.40451
C 1.21993 -0.22120 -0.84823
O 1.86198 -1.04548 -1.55301
N 0.37251 0.56412 -1.38435
C -0.51476 1.55576 -0.75419
C -0.65497 2.79856 -0.76291
C -1.63797 3.64646 -0.16063
O -1.76531 4.79122 -0.34208
C -2.74070 5.59047 0.06184
C -2.52073 2.83510 0.78124
C -2.50474 1.47466 0.73500
O -3.50132 0.97796 1.69595
C -3.26827 -0.32565 1.88627
C -1.57351 0.71585 0.27999
H 5.52049 0.44919 -0.42289
H 5.60776 -1.39799 -0.29797
H 4.82233 -0.68676 -1.66026
H 2.32900 -1.36030 2.00447
H 0.52243 -2.82496 1.96411
H 2.08758 -3.56975 1.65226
H 1.23178 -3.38434 -0.80908
H 0.47961 -4.54062 -0.14508
H -1.59129 -2.39282 -2.64149
H 0.21298 -2.09171 -2.45975
H -0.61660 -3.90267 -2.45022
H 0.50462 -0.01940 1.11149
H 0.64496 1.02928 -2.34709
H -0.22004 3.30641 -1.53041
H -3.72765 5.15915 0.03692
H -2.72933 5.53287 1.31911
H -2.55872 6.57112 -0.03254
H -3.56787 3.23811 0.97704
H -3.65052 -1.10664 0.98688
H -2.36575 -0.79033 2.50949
H -4.21842 -0.61429 2.64073
H -1.53979 -0.38406 0.28601
```

---

Record 5
2 unconnected molecules or ions with the total composition C15H22N4O3P2 at a distorted geometry, computed with ωB97M-V with the def2-TZVPD basis set.

Values from the calculation:
- LUMO: -1.441 eV
- HOMO energy: -8.070 eV
- Kohn-Sham gap: 6.6 eV
- Multiplicity: 1
- SMILES: CCP(C)c1cccc2nc(P(=O)(O)O)c(N)nc12.CCCC#N
- Calculated total energy: -46587.7633 eV

The geometry in XYZ format:
```
46
C15H22N4O3P2 (ωB97M-V with the def2-TZVPD basis set)
C 0.40025 1.19271 -2.63264
C 0.55599 -0.38788 -2.90108
P -1.09102 -1.30153 -3.16367
C -0.77984 -3.12502 -2.76844
C -2.34618 -0.52944 -1.94522
C -3.53787 0.24999 -2.54093
C -4.59055 0.92501 -1.57310
C -4.36110 0.77436 -0.05798
C -3.14127 -0.01427 0.54949
N -3.02430 -0.06180 1.97555
C -1.89812 -0.81657 2.43206
P -1.76942 -0.92800 4.34124
O -3.12306 -1.53698 4.78951
O -0.49225 -1.90432 4.87751
O -1.67915 0.61441 5.07025
C -0.89276 -1.46357 1.43445
N 0.25111 -2.22920 2.02736
N -0.92064 -1.41766 0.00473
C -2.09858 -0.68689 -0.37555
H -0.67729 1.57367 -2.62303
H 0.95464 1.77711 -3.46338
H 0.86613 1.46758 -1.61099
H 1.06492 -0.84788 -1.97565
H 1.18231 -0.52419 -3.86248
H -0.39553 -3.33457 -1.70911
H 0.04981 -3.49272 -3.48649
H -1.68815 -3.80594 -2.93825
H -3.65331 0.35755 -3.68120
H -5.44133 1.50786 -2.06112
H -5.10669 1.26577 0.66009
H 0.31618 -1.32615 4.93154
H -1.02882 1.19877 4.61385
H 0.00947 -3.24378 1.97900
H 1.06585 -2.15789 1.37879
C 3.87292 0.94762 1.42491
C 4.35930 2.28826 0.88424
C 3.60348 2.73378 -0.36959
C 3.79134 1.72312 -1.46570
N 3.95187 0.92241 -2.33488
H 4.03291 0.14065 0.70495
H 4.41918 0.68397 2.33400
H 2.80609 0.98638 1.66767
H 5.42951 2.21532 0.66579
H 4.24085 3.04923 1.66129
H 3.97757 3.70273 -0.70994
H 2.53555 2.83802 -0.15783
```

---

Record 6
5 unconnected molecules or ions with the total composition C15H23ClF4NO14PSi, computed with ωB97M-V with the def2-TZVPD basis set.

Values from the calculation:
- LUMO: -0.069 eV
- HOMO energy: -8.805 eV
- Kohn-Sham gap: 8.7 eV
- Multiplicity: 1
- SMILES: N[Si@@H](CCCO)P(O)Cl.O=C1OC[C@@H](F)O1.O=C1OC[C@@H](F)O1.O=C1OC[C@@H](F)O1.O=C1OC[C@@H](F)O1
- Calculated total energy: -86644.3525 eV

The geometry in XYZ format:
```
60
C15H23ClF4NO14PSi (ωB97M-V with the def2-TZVPD basis set)
N 1.58137 2.90780 -1.92738
Si 1.04651 1.86962 -3.20308
C 1.97099 0.25272 -3.09758
C 1.79114 -0.48939 -1.76261
C 2.97188 -1.39381 -1.46457
O 2.83507 -2.11189 -0.24208
P -1.24232 1.59869 -3.02979
O -1.38822 0.06873 -3.71083
Cl -1.25048 0.96965 -1.06347
H 1.35825 3.89042 -2.02818
H 2.56856 2.84611 -1.70701
H 1.19212 2.46384 -4.56583
H 1.70719 -0.38938 -3.94262
H 3.02983 0.50610 -3.24664
H 1.66254 0.20976 -0.93343
H 0.87584 -1.08907 -1.80451
H 3.88432 -0.80147 -1.35572
H 3.13752 -2.08431 -2.30354
H 1.95090 -2.48806 -0.20864
H -1.07610 0.03478 -4.62111
O -6.24990 2.46378 3.79329
C -5.59960 2.28812 2.81708
O -4.93291 1.15445 2.51787
C -4.40608 1.26399 1.19014
C -4.36322 2.76674 1.00013
F -4.62302 3.14423 -0.27628
O -5.40074 3.22149 1.84525
H -5.10498 0.81651 0.48196
H -3.44108 0.77292 1.13713
H -3.42560 3.22712 1.31351
O 7.70064 -0.89990 -1.50004
C 7.16207 -1.82272 -0.98893
O 6.43606 -2.75833 -1.64490
C 6.07440 -3.79028 -0.72606
C 6.20273 -3.08827 0.61348
F 6.67618 -3.90846 1.58241
O 7.16455 -2.08600 0.34434
H 6.79908 -4.60442 -0.78648
H 5.07093 -4.14030 -0.94608
H 5.28345 -2.61639 0.96456
O -2.88376 -1.61876 1.58610
C -3.21993 -2.11432 0.56595
O -2.59515 -3.14171 -0.05371
C -3.37144 -3.54077 -1.18348
C -4.21772 -2.30781 -1.45155
F -5.46849 -2.62666 -1.86348
O -4.29073 -1.70801 -0.17560
H -4.02123 -4.37359 -0.90884
H -2.71021 -3.81770 -1.99831
H -3.78813 -1.59578 -2.15918
O 0.27307 0.58382 3.31183
C -0.22571 1.59230 3.67066
O 0.15804 2.32237 4.74408
C -0.56899 3.55012 4.75483
C -1.77985 3.20243 3.91116
F -2.22240 4.25192 3.17168
O -1.28120 2.20388 3.04845
H 0.01114 4.33243 4.26171
H -0.80053 3.82584 5.77860
H -2.62662 2.80489 4.47537
```

---

Question: Which value of LUMO does entry 3 give?
Answer: 0.754 eV